(1)
The following is a quantum chemistry calculation of an isolated ion of composition C5H7Br2N2O2 and charge +1, from the Open Molecules 2025 dataset.

Each line ends with the natural charge from an NBO analysis.
Cartesian coordinates (Å):
C 3.19182 0.63203 -0.17354  -0.29
O 1.97630 0.02070 -0.70546  -0.49
C 0.93701 0.36652 0.06706  0.77
O 0.91255 1.07426 1.01274  -0.55
C -0.29295 -0.26887 -0.71565  -0.12
N -1.49766 0.53375 -0.96187  -0.56
C -2.43001 0.49104 0.00646  0.43
Br -3.96368 1.51113 0.07181  0.30
N -2.16416 -0.42403 0.93996  -0.58
C -1.02381 -1.26005 0.64846  -0.08
Br -1.45315 -3.14947 0.07212  0.04
H 3.20324 0.54468 0.94597  0.22
H 3.03005 1.76239 -0.15834  0.21
H 4.00776 0.30181 -0.75252  0.22
H 0.12915 -0.83501 -1.57151  0.28
H -1.44002 0.94474 -1.88465  0.47
H -2.76630 -0.75759 1.65382  0.46
H -0.35614 -1.48802 1.50515  0.26

The calculation puts the HOMO energy at -14.02 eV. The HOMO-LUMO gap is 0.3536 Ha. Its net charge is +1.



(2)
The following is a quantum chemistry calculation of a 2-piece molecular cluster, C4HNO2S overall, from the Open Molecules 2025 dataset.

Each line ends with the natural charge from an NBO analysis.
Cartesian coordinates (Å):
N -1.08361 -2.17670 0.31234  -0.33
C 0.01526 -1.86346 0.29513  0.28
C 1.21796 -1.17160 -0.00455  -0.65
C 1.10336 -0.30579 -0.92226  0.78
O 1.11397 0.40802 -1.83400  -0.40
H 2.02316 -1.11810 0.78422  0.30
O -1.31392 0.76247 0.47465  -0.48
C -2.13225 0.34311 -0.21035  0.43
S -3.16317 -0.50793 -0.98606  0.06

The calculation puts the HOMO energy at -10.12 eV. The HOMO-LUMO gap is 0.3713 Ha. Its net charge is 0.



(3)
The following is a quantum chemistry calculation of a 5-piece molecular cluster, C36H45N4O5P overall, from the Open Molecules 2025 dataset.

Each line ends with the Mulliken charge.
Cartesian coordinates (Å):
C -1.52742 -2.19516 -2.79711  -1.71
C -0.39354 -1.20168 -2.42126  1.31
C -1.05326 -0.02270 -1.69783  -1.64
C 0.64671 -1.87211 -1.52046  0.70
C 1.20626 -3.16461 -2.11501  -1.46
C 1.77002 -0.89141 -1.12291  -0.69
O 3.09810 -1.37995 -1.41133  -0.32
C 3.90386 -0.43668 -1.91492  0.46
O 4.90714 -0.08775 -1.40156  -0.56
O 3.45100 0.10616 -3.08232  -0.32
C 4.09265 -0.43276 -4.26886  0.08
C 3.07800 -1.36272 -4.95288  0.07
C 3.28514 -1.67307 -6.46205  -1.23
C 1.99194 -1.50485 -7.22330  0.51
C 1.66588 -0.39982 -8.00526  0.24
C 0.43196 -0.30731 -8.64397  -0.90
C -0.50302 -1.32874 -8.51146  -0.34
C -0.20291 -2.45236 -7.74292  -0.74
C 1.03568 -2.52302 -7.11496  -0.22
P 4.70346 1.11590 -5.12867  -0.08
O 3.45861 1.54653 -6.13389  -0.43
O 5.91444 0.48894 -6.07308  -0.49
H -2.48890 -1.77722 -2.51124  0.43
H -1.55788 -2.39876 -3.86376  0.29
H -1.44397 -3.13843 -2.26433  0.38
H 0.05017 -0.87919 -3.36508  -0.13
H -0.32826 0.61746 -1.19829  0.33
H -1.61044 0.59704 -2.39625  0.40
H -1.73752 -0.41157 -0.95768  0.42
H 0.10408 -2.15996 -0.61493  0.09
H 0.43450 -3.90437 -2.29289  0.45
H 1.95206 -3.59311 -1.45210  0.45
H 1.66682 -2.93841 -3.07293  0.05
H 1.59862 0.07362 -1.59046  0.57
H 1.71589 -0.73773 -0.04718  0.23
H 4.93221 -1.03832 -3.93151  0.56
H 3.16424 -2.31561 -4.43440  0.35
H 2.05850 -1.03704 -4.77764  -0.11
H 3.52692 -2.72981 -6.54669  0.43
H 4.11886 -1.13734 -6.90797  0.50
H 2.37131 0.40809 -8.12305  0.07
H 0.16947 0.55809 -9.23392  0.38
H -1.47298 -1.28309 -8.98499  0.38
H -0.90946 -3.25554 -7.60387  0.41
H 1.27538 -3.39552 -6.51737  0.31
H 3.76267 1.52297 -7.05025  0.27
H 5.77857 0.57868 -7.02382  0.30
C -1.66235 1.69636 3.72640  -0.38
C -1.13845 0.48157 3.32046  -0.42
C -1.33328 0.09275 2.00292  -0.77
N -1.99856 0.81587 1.10624  -0.14
C -2.50049 1.98121 1.51523  -0.55
C -2.36024 2.46583 2.80656  -0.47
H -1.52918 2.03900 4.74334  0.58
H -0.59245 -0.15052 4.00775  0.46
H -0.93750 -0.85178 1.63790  0.67
H -3.03968 2.54912 0.76414  0.42
H -2.78506 3.42115 3.08411  0.44
C -4.78319 -2.07881 4.01660  -0.62
C -5.27102 -3.35230 4.26093  -0.31
C -4.81476 -4.39527 3.46838  -0.30
N -3.93495 -4.24289 2.48090  -0.52
C -3.47822 -3.01180 2.25937  -0.46
C -3.86502 -1.90180 2.99451  0.12
H -5.11196 -1.23734 4.61333  0.41
H -5.98915 -3.53613 5.04837  0.37
H -5.16907 -5.40792 3.62802  0.35
H -2.76512 -2.91579 1.44651  0.56
H -3.46260 -0.92742 2.77032  0.41
C 2.10871 5.84872 3.73698  -0.16
C 2.21026 5.59020 5.09444  -0.68
C 1.58239 4.46162 5.59815  -0.04
N 0.88098 3.60937 4.85184  -0.18
C 0.79182 3.87551 3.54882  0.04
C 1.38520 4.97304 2.94429  -0.86
H 2.58644 6.71831 3.30423  0.39
H 2.76523 6.24691 5.75002  0.37
H 1.64248 4.22057 6.65464  0.37
H 0.21909 3.16807 2.96557  0.39
H 1.28086 5.13511 1.88037  0.38
C -2.26394 2.60104 9.23513  -0.45
C -2.75937 1.33324 9.49398  -0.27
C -2.31374 0.27910 8.71015  -0.32
N -1.43600 0.41577 7.71827  -0.49
C -0.97033 1.64203 7.48279  -0.23
C -1.34876 2.76210 8.20751  -0.27
H -2.58649 3.44987 9.82466  0.37
H -3.47586 1.16277 10.28575  0.37
H -2.67467 -0.72938 8.88116  0.37
H -0.25723 1.72388 6.66807  0.61
H -0.93631 3.73329 7.96950  0.35

The calculation puts the HOMO energy at -8.49 eV. The HOMO-LUMO gap is 0.3240 Ha. Its net charge is 0.



(4)
The following is a quantum chemistry calculation of C24H23EuN6O4P as an isolated structure, from the Open Molecules 2025 dataset.

Each line ends with the Löwdin spin population.
Cartesian coordinates (Å):
Eu 0.80557 -1.39201 -0.26364  6.97
N 0.98180 -3.51284 -1.81794  0.00
N 1.57313 -3.78873 -0.53354  0.00
C 2.90064 -3.14975 -0.40201  0.00
O 3.79965 -3.87617 -0.00306  0.00
O 2.88798 -1.90295 -0.63913  -0.01
H 0.06879 -3.94500 -1.84288  0.00
H 1.56190 -3.92624 -2.53910  0.00
H 1.74511 -4.77421 -0.38496  0.00
O -1.27681 -1.78472 -0.80955  -0.01
N -1.45958 -1.64540 -2.06345  0.01
N -0.64056 -0.83262 -2.63021  0.01
O 0.32203 -0.14039 -2.03717  -0.01
C -0.79918 -0.66538 -4.05164  0.00
C 0.13335 -1.24372 -4.89301  0.00
C 0.00167 -1.06038 -6.26022  0.00
C -1.04908 -0.30183 -6.76250  0.00
C -1.96938 0.27850 -5.90137  0.00
C -1.84487 0.10004 -4.52989  0.00
H 0.95006 -1.81309 -4.46847  0.00
H 0.72055 -1.50639 -6.93458  0.00
H -1.14944 -0.16221 -7.83093  0.00
H -2.78280 0.87263 -6.29605  0.00
H -2.54810 0.53686 -3.83391  0.00
N -0.49197 0.08298 2.82469  0.00
P -0.32026 0.75716 1.24407  0.01
C 0.94942 2.05101 1.51379  0.00
C 0.75767 3.19540 2.28914  0.00
C 1.80847 4.05752 2.54717  0.00
C 3.07343 3.78583 2.03382  0.00
C 3.27809 2.65865 1.25618  0.00
C 2.21863 1.79788 0.99478  0.00
C -1.85644 1.72558 1.14439  0.00
C -1.90732 2.80464 0.25941  0.00
C -3.07980 3.52003 0.08778  0.00
C -4.22453 3.16459 0.79180  0.00
C -4.18817 2.08375 1.65824  0.00
C -3.01213 1.36435 1.82938  0.00
C 0.21668 -1.03580 3.25761  0.00
C 0.19134 -1.38277 4.61647  0.00
C 0.89595 -2.49043 5.02508  0.00
C 1.62018 -3.23583 4.09672  0.00
C 1.59023 -2.82110 2.78416  0.00
N 0.90126 -1.74559 2.36236  0.00
H -0.85432 0.65947 3.56951  0.00
H -0.22730 3.41653 2.68655  0.00
H 1.64766 4.94259 3.14904  0.00
H 3.89589 4.45905 2.23833  0.00
H 4.25728 2.44423 0.84931  0.00
H 2.40790 0.92810 0.36695  0.00
H -1.02212 3.08942 -0.29762  0.00
H -3.10228 4.35780 -0.59715  0.00
H -5.14074 3.72517 0.66027  0.00
H -5.07813 1.79164 2.20045  0.00
H -3.00240 0.50535 2.48868  0.00
H -0.37252 -0.78009 5.31592  0.00
H 0.88883 -2.77455 6.07014  0.00
H 2.19460 -4.10502 4.37887  0.00
H 2.15451 -3.36157 2.03296  0.00

The calculation puts the HOMO energy (spin up / spin down) at -5.67 / -8.41 eV. Its spin multiplicity is 8. The HOMO-LUMO gap (spin up / spin down) is 0.2274 / 0.3280 Ha. Its expectation value of S² is 15.760. Its net charge is 0.



(5)
The following is a quantum chemistry calculation of C4H10N2O as an isolated structure, from the Open Molecules 2025 dataset.

Each line ends with the natural charge from an NBO analysis.
Cartesian coordinates (Å):
C -1.35622 -0.04011 -0.21268  0.19
C -0.47960 1.09846 0.20935  -0.51
N 0.13327 -0.78167 -0.97164  -0.38
N -1.82870 -0.91584 0.75935  -0.85
C 0.98116 0.44812 0.26500  -0.08
C 2.10966 1.14281 -0.10163  -0.67
O 0.67528 -2.08510 -0.69864  -0.56
H 0.28578 -2.27932 0.17310  0.46
H 0.55850 -0.42385 -1.82592  0.38
H -2.02537 0.10732 -1.05265  0.20
H -1.69630 -0.65498 1.72634  0.41
H -2.36268 -1.70176 0.41402  0.41
H -0.73706 1.50176 1.18978  0.22
H -0.47096 1.88316 -0.54900  0.23
H 1.08368 -0.15605 1.17032  0.18
H 3.03530 1.02864 0.44670  0.20
H 2.09427 1.82841 -0.94179  0.18

The calculation puts the HOMO energy at -6.37 eV. The HOMO-LUMO gap is 0.2583 Ha. Its net charge is 0.



(6)
The following is a quantum chemistry calculation of the molecule C6H7NS, from the Open Molecules 2025 dataset.

Each line ends with the natural charge from an NBO analysis.
Cartesian coordinates (Å):
N 1.51556 -2.66672 0.05020  -0.34
C 0.59144 -1.89232 0.19765  0.28
C -0.44828 -0.82366 0.18390  -0.33
C -0.46071 -0.09275 -1.30423  -0.37
C 0.23843 1.12367 -0.83610  -0.33
S 0.75511 2.78415 -0.05820  0.26
C -0.28297 1.51377 0.54039  -0.39
C -0.01943 0.08814 1.25231  -0.43
H -1.45045 -1.49022 0.39154  0.26
H 0.42114 -0.76661 -1.93348  0.24
H -1.43963 -0.14054 -1.69931  0.22
H 1.30325 0.78103 -0.99015  0.23
H -1.35808 1.77713 0.67057  0.23
H -0.52886 -0.26607 2.13820  0.23
H 1.16348 0.07100 1.39673  0.24

The calculation puts the HOMO energy at -8.98 eV. The HOMO-LUMO gap is 0.3227 Ha. Its net charge is 0.



Number 1: total energy -5602.45146 Eh. Number 2: total energy -756.40422 Eh. Number 3: total energy -2335.33620 Eh. Number 4: total energy -2609.50953 Eh. Number 5: total energy -342.95750 Eh. Number 6: total energy -685.56591 Eh.